A single C5H15PSi molecule in a non-equilibrium geometry. Source: the Open Molecules 2025 dataset; level of theory: ωB97M-V/def2-TZVPD.

- E_tot (a.u.) = -830.3138
- SMILES = C[C@H](P)[Si](C)(C)C

```
! RIJCOSX wB97M-V def2-TZVPD def2/J DEFGRID3
* xyz 0 1
H -1.785 0.046 1.798
C -1.071 0.792 -0.155
C 1.512 0.074 -1.567
H -3.017 0.939 -1.687
H -0.855 1.814 -0.678
H -3.015 0.903 0.954
H 1.281 -2.308 1.029
H -1.691 1.803 1.770
H -0.313 -2.704 0.765
Si 0.548 -0.227 0.023
C 0.480 -2.098 0.335
H -1.695 -0.153 -2.589
C -1.942 0.959 1.220
H 1.370 0.546 2.509
H 2.457 0.658 -1.376
H 1.816 -0.879 -1.910
P -2.329 -0.207 -1.391
H 2.647 -0.044 1.228
H 0.825 -2.580 -0.596
H 0.989 0.645 -2.330
C 1.720 0.503 1.430
H 2.065 1.519 1.217
*
```



A molecular structure, C5H16B2F6NO5S2Zn in a non-equilibrium geometry. Source: the Open Molecules 2025 dataset; level of theory: ωB97M-V/def2-TZVPD.

- E_tot (a.u.) = -3855.3003

```
! RIJCOSX wB97M-V def2-TZVPD def2/J DEFGRID3
* xyz -1 1
H -21.419 1.612 -15.841
O -16.739 -1.749 -13.243
C -19.811 5.602 -11.708
C -14.724 -0.290 -12.428
Zn -19.727 0.953 -13.169
H -20.148 4.973 -13.500
C -16.437 2.636 -16.372
H -21.564 6.421 -12.535
H -19.736 -0.125 -9.235
H -17.813 4.852 -11.525
H -20.700 0.836 -10.282
H -20.792 7.415 -11.356
H -19.883 -0.600 -10.930
H -17.810 6.254 -12.443
F -13.716 -1.102 -12.193
H -22.134 0.884 -14.411
B -21.829 0.702 -15.430
H -20.177 7.307 -13.077
N -16.681 0.564 -14.500
H -20.136 5.249 -10.730
H -18.102 6.604 -10.834
C -18.302 5.825 -11.570
S -15.789 -0.892 -13.956
S -15.966 0.820 -15.925
O -16.622 0.022 -16.955
F -15.739 3.000 -17.448
F -14.225 0.923 -12.821
O -14.490 0.874 -15.981
H -18.934 0.747 -10.626
C -20.585 6.778 -12.216
H -22.607 0.361 -16.096
F -17.788 2.848 -16.553
F -15.473 -0.237 -11.293
O -14.919 -1.572 -14.923
H -21.071 -0.065 -15.417
F -15.927 3.397 -15.418
B -19.805 0.234 -10.250
O -19.861 4.588 -12.668
*
```



A molecular structure, C5H16BeN3O3. Source: the Open Molecules 2025 dataset; level of theory: ωB97M-V/def2-TZVPD.

- E_tot (a.u.) = -604.8350

```
! RIJCOSX wB97M-V def2-TZVPD def2/J DEFGRID3
* xyz 1 1
C 2.023 0.705 -0.802
H 0.959 1.045 1.986
H -1.787 1.826 0.896
H -0.656 -3.054 0.378
C -0.697 1.876 0.866
C 1.052 1.873 -0.963
H 1.157 -0.605 -2.169
H 1.414 2.758 -0.438
O -2.361 -2.256 0.334
O 0.306 -2.951 0.262
H 2.343 0.598 0.234
Be -0.281 -0.421 -0.418
H -0.565 1.021 2.855
H -3.335 -1.798 -1.380
C -2.461 -1.655 -0.732
H 0.310 -1.147 1.713
H 0.968 2.136 -2.018
O -1.584 -0.820 -1.204
N 1.281 -0.529 -1.160
H 0.631 -3.769 -0.132
N -0.286 1.458 -0.491
H -1.267 -0.826 1.531
H -0.405 2.904 1.090
H 1.767 -1.369 -0.864
H 2.918 0.838 -1.407
H -0.994 1.727 -1.162
N -0.333 -0.464 1.323
C -0.115 0.897 1.871
*
```



A molecular structure, C5H16Cl4F12N2O16S4Y in a non-equilibrium geometry. Source: the Open Molecules 2025 dataset; level of theory: ωB97M-V/def2-TZVPD.

- E_tot (a.u.) = -6183.4609

```
! RIJCOSX wB97M-V def2-TZVPD def2/J DEFGRID3
* xyz 1 1
H 0.111 -2.276 2.876
H 3.083 1.809 -2.335
H -3.875 -1.214 -1.049
N -2.619 -1.005 2.116
C -5.336 -1.917 2.726
F -0.545 0.865 4.622
H 3.160 -4.052 2.681
H 0.134 1.000 -6.111
F 0.878 0.719 2.109
Cl 4.796 5.146 -1.882
O 3.912 -1.783 -2.138
O 1.692 -0.771 -3.956
F 2.680 -0.386 1.801
C 4.113 5.721 -0.416
O -0.411 0.264 -5.831
H -3.077 -1.839 -2.173
H 1.117 -0.466 -4.658
Cl 5.429 6.518 0.532
O 3.941 1.934 -2.741
F -4.587 -2.933 3.045
Y -1.477 -1.911 0.404
H 4.395 -2.316 -1.507
F -1.558 1.457 2.774
O 1.822 -1.288 -0.527
C 1.925 0.571 1.329
H 0.379 -3.414 -1.560
O -4.580 -0.361 0.676
Cl 3.538 4.316 0.485
O 3.003 -3.597 1.853
H 1.942 0.026 -3.488
S -2.284 -0.958 3.859
H 4.561 1.570 -2.110
O -3.437 -1.083 4.762
H -0.883 -2.949 -2.255
F -1.325 0.394 -3.018
F 2.587 1.666 1.230
Cl 2.801 6.864 -0.686
O 0.073 2.434 -0.041
N -0.436 -0.085 -0.225
O 0.232 -2.370 1.931
F -2.077 2.325 -2.603
S -0.839 1.413 -0.518
O -3.008 -1.560 -1.260
O -4.528 0.771 2.964
F 0.079 2.017 -3.091
O 1.815 0.993 -1.449
C -1.702 0.903 4.004
O -2.196 1.574 -0.005
F -5.948 -1.599 3.797
H 3.749 -3.006 1.758
F -2.606 1.565 4.680
O -1.102 -1.730 4.189
F -6.266 -2.151 1.817
H 2.995 -1.878 -1.882
O -0.465 -2.995 -1.395
C -1.019 1.575 -2.434
S -4.155 -0.411 2.106
H 1.058 -2.846 1.841
H -1.030 0.647 -5.210
S 1.371 0.094 -0.414
*
```



A molecular structure, C5H16CsN4O3 in a non-equilibrium geometry. Source: the Open Molecules 2025 dataset; level of theory: ωB97M-V/def2-TZVPD.

- E_tot (a.u.) = -664.8660

```
! RIJCOSX wB97M-V def2-TZVPD def2/J DEFGRID3
* xyz 1 1
O 1.524 1.594 1.626
H -2.728 -2.550 1.453
H 2.761 3.711 3.678
H -2.438 1.479 -3.510
C 2.338 2.156 2.419
N -1.929 -2.978 1.900
H -1.738 0.683 -4.871
H 0.140 1.390 -2.449
H 0.370 0.836 -4.069
H -1.000 -1.306 -3.648
Cs -1.181 1.352 0.370
N 2.083 3.158 3.173
H 1.138 3.505 3.249
C -0.779 -2.373 1.916
C -2.105 0.502 -3.861
N 0.027 -2.960 2.681
H -2.995 -0.116 -3.984
H 4.321 2.215 3.053
C -1.053 -0.322 -3.182
H -1.969 -3.934 2.225
H 0.964 -2.591 2.609
H -1.986 -1.304 -1.794
H 3.750 1.153 1.722
O -1.547 -0.453 -1.862
N 3.673 1.962 2.321
C 0.183 0.485 -3.055
H 0.960 -0.125 -2.594
O -0.569 -1.375 1.286
H -0.215 -3.793 3.198
*
```



2 unconnected molecules or ions with the total composition C5H16N2O in a non-equilibrium geometry. Source: the Open Molecules 2025 dataset; level of theory: ωB97M-V/def2-TZVPD.

- E_tot (a.u.) = -384.7216
- SMILES = CNCCN(C)C.O

```
! RIJCOSX wB97M-V def2-TZVPD def2/J DEFGRID3
* xyz 0 1
O -0.812 -4.004 2.561
H -0.798 -1.256 0.113
N 1.266 -0.534 0.340
C 0.518 1.570 -1.051
C 1.923 0.252 1.465
H 0.866 2.068 -0.059
H -1.415 3.064 -2.378
H 2.578 -0.488 1.841
H -1.430 0.662 -0.702
H 1.196 0.611 2.169
C -0.018 -1.067 0.861
C 1.090 0.121 -0.953
H -0.984 -4.824 2.071
H 2.554 1.004 1.234
H -2.052 1.534 -3.097
H 0.979 2.154 -1.888
H 2.085 -0.007 -1.233
H 0.493 -0.480 -1.736
H 0.106 -1.973 1.351
H -1.644 -3.461 2.491
H -2.904 1.894 -1.744
H -0.605 -0.400 1.580
N -1.056 1.502 -1.031
C -1.938 2.058 -2.206
*
```



2 unconnected molecules or ions with the total composition C5H16N2O in a non-equilibrium geometry. Source: the Open Molecules 2025 dataset; level of theory: ωB97M-V/def2-TZVPD.

- E_tot (a.u.) = -384.8014
- SMILES = CC(C)[C@@H](N)CN.O

```
! RIJCOSX wB97M-V def2-TZVPD def2/J DEFGRID3
* xyz 0 1
H 1.399 -1.618 0.022
N -0.868 -1.525 -1.274
H -0.043 2.335 -0.765
C 1.102 0.548 0.010
C 0.714 -1.000 0.627
C -0.647 -1.470 0.218
N 1.128 -1.121 2.010
H 2.029 -0.707 2.187
H -0.124 -1.808 -1.869
H 1.929 0.947 0.595
H -1.232 -0.659 -1.660
C -0.139 1.463 -0.103
H -0.479 1.733 0.890
H -1.481 -0.984 0.721
C 1.628 0.346 -1.406
H -2.478 1.914 1.304
H -3.346 1.575 0.095
H 2.003 1.276 -1.796
O -3.356 1.599 1.057
H -0.915 -2.537 0.445
H 1.058 -0.136 -2.131
H 0.539 -0.664 2.711
H 2.482 -0.313 -1.311
H -0.902 0.806 -0.576
*
```



2 unconnected molecules or ions with the total composition C5H16N2O in a non-equilibrium geometry. Source: the Open Molecules 2025 dataset; level of theory: ωB97M-V/def2-TZVPD.

- E_tot (a.u.) = -384.8117
- SMILES = CCN(C)CCN.O

```
! RIJCOSX wB97M-V def2-TZVPD def2/J DEFGRID3
* xyz 0 1
H 2.125 -0.629 -0.526
C 1.239 -0.600 2.064
N -1.145 -1.454 -1.341
H 0.585 -1.475 2.101
H -2.242 0.805 0.676
C -0.126 1.176 1.080
H 0.160 1.950 1.807
O -0.352 1.701 -2.617
H -0.318 2.046 -3.508
H -1.849 1.050 2.417
H 0.647 -2.463 -1.170
H 0.266 2.254 -2.131
C 1.060 -0.417 -0.422
H 2.274 -0.928 2.051
H -0.992 -1.309 -2.337
H -0.091 -2.013 0.341
H -1.675 -0.714 -0.943
C 0.124 -1.652 -0.662
H 0.985 0.013 2.928
H -1.476 -0.442 1.635
H 0.777 0.323 -1.172
H -0.224 1.771 0.169
C -1.513 0.635 1.467
N 0.964 0.244 0.897
*
```



3 unconnected molecules or ions with the total composition C5H16N2O in a non-equilibrium geometry. Source: the Open Molecules 2025 dataset; level of theory: ωB97M-V/def2-TZVPD.

- E_tot (a.u.) = -384.6874

```
! RIJCOSX wB97M-V def2-TZVPD def2/J DEFGRID3
* xyz 0 1
H -1.921 -0.389 -0.189
H -0.270 0.729 -2.009
C -0.283 0.708 1.707
C 0.383 1.443 -1.514
C -0.018 1.472 0.014
N -1.427 -1.972 2.911
H -2.072 -2.742 3.063
H 0.727 2.174 0.399
H 0.901 -0.514 0.402
H -1.237 0.543 2.199
C -0.076 -0.031 0.505
H -1.435 -1.813 1.901
H 2.498 1.773 -1.236
H -0.284 -1.468 -1.281
H 2.088 1.137 -2.820
H 2.012 0.063 -1.433
C 1.835 1.082 -1.765
H -0.967 2.013 -0.006
O 0.321 -1.789 -2.069
N -1.050 -0.880 -0.016
H 0.032 -2.677 -2.269
H 0.193 2.434 -1.923
H 0.551 1.036 2.309
H -0.502 -2.331 3.120
*
```



A molecular structure, C5H16N2O in a non-equilibrium geometry. Source: the Open Molecules 2025 dataset; level of theory: ωB97M-V/def2-TZVPD.

- E_tot (a.u.) = -384.7949

```
! RIJCOSX wB97M-V def2-TZVPD def2/J DEFGRID3
* xyz 0 1
H 3.042 -1.076 1.322
H 2.263 0.261 -0.786
H -0.137 1.373 -1.375
O -0.321 -0.666 1.540
C 2.161 -0.407 1.341
H 2.216 0.114 2.335
H -2.114 -0.818 -0.610
C 0.903 -1.323 1.309
H -1.929 -1.604 -2.720
C 2.306 0.694 0.218
H -0.566 0.329 1.030
H -0.353 2.158 0.671
C -1.133 1.129 -0.930
H -1.875 1.793 -1.427
H 0.884 -1.836 0.348
H -1.885 1.588 1.046
N -1.064 1.444 0.476
H 1.406 1.371 0.294
H 3.262 1.296 0.234
C -1.296 -0.372 -1.184
H -0.822 -0.515 -3.229
H -0.377 -0.957 -0.990
H 1.078 -2.130 2.103
N -1.675 -0.635 -2.634
*
```



2 unconnected molecules or ions with the total composition C5H16N2O in a non-equilibrium geometry. Source: the Open Molecules 2025 dataset; level of theory: ωB97M-V/def2-TZVPD.

- E_tot (a.u.) = -384.7796
- SMILES = CCC[C@@H](N)CN.O

```
! RIJCOSX wB97M-V def2-TZVPD def2/J DEFGRID3
* xyz 0 1
H -1.226 2.477 -1.581
O -1.325 -2.736 2.682
H -0.406 0.093 2.244
H -0.090 -1.059 -2.554
C 0.969 -1.014 -2.178
H 0.590 -2.010 -0.274
H 1.331 -0.152 -2.637
H -1.376 3.607 -0.321
H 0.787 2.283 -0.079
H 2.227 -1.628 -0.604
H -0.896 0.076 -0.686
H -2.095 -2.417 2.208
C -0.371 0.419 0.211
C -0.251 2.008 0.262
H -1.873 0.182 1.674
C 1.188 0.058 0.123
H 1.427 -1.837 -2.772
H 1.522 0.000 1.234
N -1.300 2.696 -0.548
H -0.421 2.416 1.282
C 1.252 -1.149 -0.660
H 1.963 0.768 -0.489
H -0.647 -2.866 2.016
N -0.981 -0.215 1.449
*
```



2 unconnected molecules or ions with the total composition C5H16N2O in a non-equilibrium geometry. Source: the Open Molecules 2025 dataset; level of theory: ωB97M-V/def2-TZVPD.

- E_tot (a.u.) = -384.7432
- SMILES = CNCCCCN.O

```
! RIJCOSX wB97M-V def2-TZVPD def2/J DEFGRID3
* xyz 0 1
H 1.557 0.544 -1.252
H 0.539 0.409 0.705
N 2.074 -1.306 -0.628
O 2.080 -0.186 3.496
C 0.027 -0.775 -2.071
H 2.971 -0.906 -0.477
H -1.051 -1.330 -0.200
H -1.804 -0.068 -1.259
H 2.131 -0.420 -2.725
N -1.322 0.766 1.253
C 1.420 -0.560 -1.674
H -2.722 1.966 0.194
C -0.375 0.678 0.121
H -0.408 -0.287 -2.991
H 2.345 -2.265 -0.891
C -0.835 -0.442 -0.780
H 2.247 0.313 2.744
H -0.431 1.609 -0.344
H -2.210 2.503 1.742
H -0.301 -1.746 -2.121
C -2.485 1.569 1.218
H 1.555 -0.824 3.023
H -1.588 -0.272 1.459
H -3.413 1.031 1.457
*
```